Record 1
# C30H55B7F28N10Zn2

A molecular structure, C30H55B7F28N10Zn2 (ωB97M-V/def2-TZVPD, the OMol25 dataset).

**HOMO-LUMO gap**: 8.6 eV
**Energy**: -224595.440 eV
**Largest force on an atom**: 0.0788 hartree/bohr
**2S+1**: 1
**Net charge**: +2
**HOMO energy**: -13.3 eV

Geometry (Å):
Zn: 1.089 -3.349 -2.173
Zn: -0.635 -0.694 2.328
F: 1.837 -3.774 3.798
F: 2.885 0.577 3.279
F: 0.899 -1.906 -0.775
F: -1.281 -0.604 4.246
F: 0.353 -2.560 -3.843
F: 2.995 -3.080 -1.271
F: -1.878 -2.731 4.228
F: -1.655 0.877 1.591
F: -3.899 1.433 1.444
F: 0.529 -0.152 0.740
F: 0.521 -2.151 2.945
F: -2.759 1.917 3.369
F: -3.553 -1.201 4.595
F: 2.369 -2.884 1.741
F: -0.937 -1.739 0.579
F: 0.610 0.677 3.018
F: -2.273 3.007 1.378
F: 2.577 -3.912 -3.352
F: 1.595 2.251 4.331
F: -1.592 -1.397 -3.565
F: -1.573 -3.512 -4.444
F: 3.062 -1.749 -3.072
F: 0.514 -4.197 1.916
F: 4.733 -3.255 -2.827
F: -0.660 -0.339 -1.189
F: 1.500 0.049 4.995
F: -2.583 -1.343 2.551
F: -0.891 -3.194 -2.220
N: 3.884 4.321 2.028
N: -1.532 2.928 -4.021
N: 4.703 0.920 -0.546
N: 6.014 4.737 2.257
N: 5.200 2.366 -2.094
N: -7.163 1.041 -0.287
N: -2.478 -5.582 2.236
N: -0.554 4.440 -5.280
N: -2.164 -7.450 3.330
N: -5.917 -0.516 -1.131
C: -2.527 -6.502 4.263
C: 6.029 2.597 -1.012
C: -7.568 2.277 0.352
C: 5.696 3.760 3.181
C: -7.226 -0.953 -1.248
C: -0.386 3.564 -4.270
C: 2.055 3.102 0.861
C: -5.887 0.651 -0.484
C: -2.992 -9.634 4.132
C: 4.367 3.533 3.042
C: -4.739 -1.240 -1.609
C: -2.179 -6.857 2.130
C: -2.626 -4.570 1.220
C: 7.326 5.317 2.110
C: -1.818 1.885 -3.032
C: 6.470 3.322 -4.000
C: 0.464 5.172 -6.031
C: 5.107 3.009 -3.403
C: -1.785 -8.834 3.571
C: 3.953 -0.136 0.123
C: 5.754 1.683 -0.042
C: -1.880 4.390 -5.637
C: -1.896 2.522 -1.626
C: -2.721 -5.336 3.591
C: -3.979 -1.924 -0.470
C: -7.976 0.048 -0.689
C: -2.510 3.577 -4.751
C: 4.933 5.029 1.546
C: 4.343 1.412 -1.730
C: 2.516 4.390 1.520
B: -2.367 -1.454 3.939
B: -0.020 -1.026 -0.187
B: -1.024 -2.642 -3.515
B: 3.388 -3.036 -2.627
B: -2.657 1.823 1.993
B: 1.340 -3.275 2.618
B: 1.679 0.933 3.948
H: -7.329 3.162 -0.233
H: 2.205 2.168 1.401
H: 6.396 3.525 -5.066
H: 2.408 5.132 0.731
H: -5.017 1.245 -0.244
H: 2.613 3.056 -0.084
H: 7.114 2.453 -3.871
H: 1.903 4.655 2.382
H: 3.089 -0.434 -0.464
H: -2.180 1.764 -0.896
H: 8.070 4.670 1.638
H: -2.632 -10.543 4.607
H: -5.098 -2.016 -2.284
H: 7.852 5.459 3.058
H: 3.732 2.823 3.560
H: 0.538 6.153 -5.560
H: -3.180 -3.711 1.586
H: 0.049 5.402 -7.009
H: 7.403 6.302 1.654
H: 6.378 3.191 3.789
H: -3.129 -2.484 -0.853
H: -0.981 -8.762 4.302
H: -2.724 1.400 -3.387
H: 6.900 4.206 -3.532
H: 4.504 2.356 -4.037
H: 3.599 0.269 1.074
H: -3.529 3.263 -4.604
H: 4.840 5.800 0.800
H: -7.441 -1.935 -1.628
H: -3.582 -9.058 4.851
H: -2.230 4.841 -6.550
H: 1.019 3.157 0.524
H: -2.626 -6.692 5.318
H: 6.724 3.419 -1.049
H: -7.201 2.233 1.375
H: -1.631 -4.281 0.880
H: -4.657 -2.601 0.044
H: -4.137 -0.526 -2.167
H: -8.658 2.308 0.368
H: 4.542 -1.015 0.376
H: -1.437 -9.353 2.683
H: -3.572 -1.117 0.140
H: 3.536 0.959 -2.284
H: -0.943 2.883 -1.239
H: 0.598 3.344 -3.892
H: -0.997 1.174 -3.106
H: -9.038 0.081 -0.508
H: -2.622 3.334 -1.606
H: -3.815 -9.844 3.446
H: -1.889 -7.319 1.199
H: -3.209 -4.985 0.396
H: -3.104 -4.376 3.898
H: 4.446 3.881 -3.381
H: 6.173 1.496 0.931
H: 1.407 4.641 -6.091

Forces on atoms 1 to 6 (eV/Å):
Zn 0.011 0.580 0.759
Zn 0.257 0.414 1.161
F -0.176 -0.147 -0.351
F 0.133 0.952 -0.296
F 0.704 -0.202 0.029
F -0.519 0.639 0.133

Atom charges from the Löwdin analysis, given in e for atoms 1 to 5: 1.10 0.82 0.17 0.09 0.15


Record 2
# C23H32N4NbO7PS2

A molecular structure, C23H32N4NbO7PS2 (ωB97M-V/def2-TZVPD, the OMol25 dataset).

**HOMO-LUMO gap**: 6.9 eV
**ΔE to the lowest compared entry with this formula, charge and spin**: 0.0 kcal/mol
**Energy**: -77157.034 eV
**Largest force on an atom**: 0.0597 hartree/bohr
**2S+1**: 1
**Net charge**: +2
**HOMO energy**: -14.3 eV

Geometry (Å):
Nb: 1.541 1.794 -1.042
S: -0.603 4.921 -1.667
S: 2.708 0.607 -3.094
P: -1.873 -3.502 0.048
O: 4.071 0.187 -2.947
O: 1.861 0.071 -1.816
O: 2.075 0.200 -4.304
O: -0.781 5.020 -3.104
O: 0.343 5.795 -0.985
O: -0.551 1.575 -0.060
O: 2.423 2.107 -2.748
N: -1.772 -6.301 -0.410
N: -0.032 3.369 -1.225
N: -2.619 -5.577 1.799
N: -4.022 -5.290 -0.301
C: -2.034 -4.233 1.803
C: -1.076 -5.081 -0.636
C: -0.920 2.761 -0.433
C: 3.038 2.981 -0.058
C: 5.340 2.345 -1.220
C: 4.145 2.052 -0.363
C: 4.899 -0.315 0.302
C: 3.922 0.826 0.373
C: 3.244 4.466 -0.126
C: -2.127 3.490 -0.094
C: 2.719 0.994 1.160
C: -3.102 -6.353 -1.009
C: 2.179 2.312 0.940
C: 2.351 0.071 2.249
C: -4.163 5.379 0.272
C: -1.824 -6.534 1.080
C: -3.122 5.671 -0.578
C: -2.136 4.713 -0.846
C: -3.585 -3.870 -0.581
C: -3.990 -5.526 1.248
C: 1.255 3.039 1.880
C: -3.264 3.142 0.625
C: -4.290 4.080 0.805
H: 5.514 1.527 -1.892
H: -3.833 -3.604 -1.618
H: -2.986 6.691 -0.967
H: 2.679 -0.937 1.924
H: -0.893 -4.955 -1.734
H: 5.892 0.043 0.733
H: 0.810 3.933 1.438
H: -4.613 -4.723 1.730
H: -4.434 -6.587 1.448
H: -4.949 -5.317 -0.743
H: 5.180 3.275 -1.874
H: 4.566 -1.243 0.818
H: -3.350 2.092 0.923
H: 4.141 4.625 -0.725
H: -2.607 -3.545 2.447
H: 2.916 0.309 3.215
H: -5.119 3.735 1.401
H: -1.047 -4.321 2.166
H: 1.866 3.413 2.707
H: -3.101 -6.069 -2.091
H: -2.288 -7.597 1.281
H: 1.286 -0.003 2.427
H: -0.074 -5.143 -0.177
H: -0.754 -6.517 1.350
H: 2.408 5.037 -0.617
H: 5.092 -0.684 -0.737
H: 6.339 2.443 -0.690
H: 3.407 4.834 0.909
H: -4.294 -3.338 0.053
H: -4.892 6.130 0.452
H: -3.599 -7.285 -0.861
H: 0.511 2.394 2.366

Forces on atoms 1 to 6 (eV/Å):
Nb -2.437 0.189 0.696
S 2.264 0.885 -1.678
S 0.337 -2.247 -2.061
P 0.493 -0.561 0.025
O -0.767 0.926 0.657
O 0.149 -0.238 -0.452

Atom charges from the Löwdin analysis, given in e for atoms 1 to 5: 2.04 0.74 0.47 1.03 -0.24